{"formula": "C36H43BrF12HfNO4Si4Te", "method": "wB97M-V/def2-TZVPD", "elements": ["H", "C", "C", "H", "N", "H", "C", "Br", "H", "Si", "C", "H", "H", "Si", "F", "H", "H", "C", "H", "H", "C", "H", "F", "F", "H", "H", "F", "H", "Te", "C", "O", "H", "H", "H", "C", "C", "C", "C", "F", "C", "C", "F", "F", "H", "C", "C", "C", "H", "C", "H", "H", "C", "H", "C", "C", "H", "H", "C", "C", "Hf", "C", "C", "F", "H", "H", "Si", "C", "C", "H", "Si", "F", "H", "H", "C", "O", "H", "C", "O", "F", "C", "H", "H", "H", "C", "F", "H", "H", "H", "H", "H", "C", "H", "H", "H", "O", "H", "C", "C", "C", "H", "F", "C", "C"], "xyz": [[0.72091, 3.14689, -4.97605], [-4.29267, 1.60901, 0.71051], [-3.40737, -3.29793, 0.15451], [-4.17485, -3.69255, 0.82471], [-0.24084, 2.66484, -0.53560], [-2.51087, -5.99412, 1.51329], [0.65919, 2.67606, -1.60857], [2.47311, -2.33063, 4.60784], [-5.36131, 6.29490, -0.76713], [2.12159, -3.98525, -0.44220], [2.50398, 2.23091, 0.01625], [2.15179, -6.08447, -1.83941], [-2.35307, -2.03976, -3.31361], [-0.78360, -3.91364, -2.90030], [-1.22902, 2.86614, 2.37959], [3.56019, 2.46227, -5.54277], [4.40924, 3.59588, -4.48612], [-2.41435, -3.12105, -3.46070], [3.04910, 4.14834, -5.46754], [1.41038, -4.09710, -4.09751], [-2.09564, 5.80002, -1.22976], [2.23095, -4.41571, 2.01826], [-5.14725, 2.27893, 1.52427], [-4.76403, 1.73880, -0.53935], [-0.16802, 5.04163, -1.69436], [-4.13003, 7.46726, -1.26319], [4.29686, 1.37499, 1.33436], [1.36478, -6.37343, -0.28708], [0.05345, -0.65731, -1.34547], [2.92394, 2.73224, -2.46659], [-0.36400, 0.55331, 2.66248], [-3.52434, -2.21221, 0.11422], [-0.65611, -3.27398, 3.01557], [-2.62820, -3.31127, -4.51455], [1.19412, 1.86437, 6.16775], [1.84907, 0.95808, 6.98817], [2.20105, -5.86112, -0.77071], [0.90305, 1.51885, 4.86267], [4.21029, 0.75729, -0.73367], [2.04483, 2.54382, -1.40555], [-2.55271, 2.50315, 2.29828], [2.07318, 4.63568, 0.26915], [-4.39515, 0.31685, 1.04540], [-2.42000, -3.37631, 3.13711], [1.09962, 3.00064, -3.96969], [-1.01745, -5.80261, -3.02563], [2.47526, 3.00764, -3.74878], [2.04949, 1.20491, 8.02303], [-3.52371, 4.36153, -0.00283], [-4.47360, 4.18952, 0.48686], [0.38643, 2.21182, 4.21442], [3.42948, 3.31614, -4.87344], [4.37273, -3.43562, -1.44759], [0.21285, 2.82049, -2.93168], [-1.29595, 3.58006, -0.59849], [3.79875, -3.84096, 1.43809], [-4.38220, 7.12017, 0.44804], [2.31785, 3.50433, 0.93814], [1.25249, 0.26844, 4.34470], [-0.09181, 0.97154, 0.74780], [1.93764, -0.61692, 5.17614], [2.23274, -0.27312, 6.48975], [4.86945, 2.76326, -0.22917], [0.14123, -3.62302, -5.23354], [3.12526, -6.29113, -0.37832], [-0.04495, -3.11390, -0.80653], [3.33878, -3.12409, -1.61117], [2.71835, -3.72156, 1.32842], [-1.67166, -1.93830, 2.46243], [-1.67231, -3.74711, 0.77450], [-3.24587, 3.56729, 2.73079], [-3.59647, -3.69096, -0.84608], [-3.26090, -3.48448, -2.87555], [-1.59289, -3.02365, 2.51650], [-2.02579, 1.01427, 0.50754], [-1.90529, -6.13859, -2.48439], [0.51591, -3.48050, -4.21805], [1.80100, 1.21465, 0.59623], [3.35731, 3.76240, 1.74826], [3.98680, 1.78653, 0.09521], [-1.61810, -6.13092, -0.00781], [3.99194, 2.66639, -2.30833], [3.08438, -3.31355, -2.65674], [-1.11785, 4.83277, -1.22360], [1.25577, 3.29366, 1.76029], [-1.12291, -6.10998, -4.06851], [2.45936, -2.71024, 1.64488], [2.75580, -0.98106, 7.11746], [0.89546, 2.83240, 6.54803], [-1.89987, 6.75390, -1.70792], [-2.81062, 2.09078, 0.81639], [0.81333, -2.43472, -4.10393], [-0.74349, -5.96790, 1.51783], [3.28263, -2.04326, -1.45658], [1.27628, -0.79526, 2.15287], [-0.15543, -6.32815, -2.60632], [0.74210, -0.04509, 2.96369], [-1.63120, -5.64171, 0.97006], [-4.36231, 6.67618, -0.55037], [-0.85396, 2.82201, -3.11415], [-2.77808, 1.52102, 3.17040], [-3.32541, 5.58465, -0.61532], [-2.54796, 3.36630, 0.01506]], "homo_ev": -4.660, "charge": -1, "gap_ev": 7.0335, "e_lumo_ev": 2.37}


{"formula": "C18H49BF2GeN5O4OsP", "method": "wB97M-V/def2-TZVPD", "elements": ["C", "H", "H", "N", "H", "H", "H", "H", "H", "C", "H", "C", "N", "H", "H", "N", "H", "P", "O", "H", "N", "H", "H", "H", "O", "C", "H", "F", "H", "C", "H", "H", "H", "H", "B", "H", "H", "H", "C", "C", "H", "F", "C", "H", "H", "H", "H", "Os", "H", "H", "H", "Ge", "C", "H", "H", "H", "C", "O", "C", "C", "H", "C", "C", "H", "C", "N", "C", "H", "C", "H", "H", "O", "H", "H", "H", "H", "H", "H", "H", "H", "H", "C"], "xyz": [[-0.01322, -4.00032, 0.84638], [0.01762, -3.39832, 2.93026], [-0.70372, 5.59785, -0.77352], [2.58202, -0.41377, 2.23815], [2.73717, 0.59252, 2.19263], [-1.44504, 3.61544, -1.99489], [2.52225, 1.54079, -2.81838], [3.46098, -0.84697, 2.54554], [0.96717, -5.77765, 0.19422], [1.12254, -1.94936, -2.69729], [1.84836, -4.30516, -0.22432], [1.39501, 3.60690, 2.40142], [1.89880, 3.20985, 1.06930], [3.87615, 3.44320, 1.70117], [1.62596, -3.47951, 2.12626], [-0.48917, 3.61547, -0.12992], [1.20907, 4.44736, -2.81321], [0.88820, 2.62238, -0.01694], [-0.21653, -2.61563, 0.33959], [-1.62233, 2.09344, -1.05699], [1.51420, 2.81641, -1.52300], [0.11026, 0.05538, -4.16138], [-1.59220, -1.38169, 2.73983], [0.78911, -4.95047, 2.58754], [0.38573, 1.23545, 0.23409], [0.85812, -4.74779, -0.14536], [1.46476, 4.68511, 2.54461], [2.77515, -2.17083, 0.59842], [1.25397, -2.57979, -1.81643], [-3.00667, -0.33173, 1.48996], [0.48922, 5.36610, 0.54103], [-1.87129, -4.63607, -0.06454], [-1.00522, -3.70707, -2.37349], [-2.51978, 3.56285, -0.59643], [2.26900, -0.91482, 0.72668], [-1.32449, -5.63390, 1.27843], [3.73399, 2.93021, 0.02631], [2.00222, 3.13519, 3.17409], [-3.68137, 1.02590, 1.39864], [0.63920, -3.93938, 2.21139], [-0.30081, -1.35393, -5.12473], [2.84689, 0.02686, -0.12090], [-0.34643, -1.73576, -3.01306], [0.94370, 2.09560, -3.40884], [1.91122, 4.88202, -1.23484], [-4.10713, 1.18398, 0.40608], [1.39578, -1.64746, 3.26948], [0.12707, -0.82380, 0.21460], [1.71281, -0.23705, 4.04502], [-4.76252, -1.37503, 0.73587], [-4.61129, -1.36484, 2.48439], [-2.56964, -1.64929, -1.11667], [-0.46716, 5.04806, 0.14060], [-3.57373, -2.42587, 1.53628], [-2.61514, -0.23574, 3.60604], [1.02992, 0.85633, -2.13394], [-1.58343, 3.17789, -1.00103], [-2.16671, -0.50474, 0.27767], [-2.06877, -0.39960, 2.67663], [1.49036, 1.75551, -2.52769], [1.61612, -2.45324, -3.52871], [1.90288, 4.14018, -2.02631], [-1.03766, -3.07002, -3.26258], [-4.49516, 1.08914, 2.12067], [3.30524, 3.58040, 0.78463], [1.48120, -0.64295, 3.14126], [-4.04468, -1.44129, 1.55706], [0.35928, 3.29620, 2.54194], [-0.54015, -0.81764, -4.20651], [0.39611, -4.77204, -1.13265], [3.39504, 4.62229, 0.48064], [-0.96221, -1.07002, -1.82583], [-2.97635, 1.82868, 1.62291], [-2.03861, -4.05975, 1.61377], [2.90144, 4.07650, -2.46072], [-1.25310, 5.26495, 0.87241], [-1.57640, -0.48454, -4.27787], [-1.29655, 0.37252, 2.60311], [1.64373, -0.99967, -2.54257], [-0.53259, -3.60314, -4.06703], [-2.07833, -2.93995, -3.56888], [-1.39940, -4.60731, 0.92046]], "homo_ev": [-17.434, -17.951], "spin_multiplicity": 6, "s_squared": 8.771, "charge": 3, "gap_ev": [9.3834, 5.5581], "e_lumo_ev": [-8.05, -12.39]}


{"formula": "C4H8NO2", "method": "wB97M-V/def2-TZVPD", "elements": ["N", "O", "H", "H", "H", "C", "H", "H", "H", "C", "O", "H", "C", "H", "C"], "xyz": [[-1.79081, 0.79135, -1.08048], [2.51509, -0.70222, 1.39277], [-2.21916, -0.37938, 0.68909], [-0.21098, -1.76644, -1.01250], [-2.78346, 0.94856, -1.33578], [-0.18908, -0.28612, 0.37461], [1.18254, 1.43310, 0.60626], [-0.08128, -0.61344, 1.41510], [-0.17057, -1.15610, -0.37431], [-1.55171, 0.33911, 0.17148], [2.74207, -0.87104, -0.89847], [0.85007, 0.90147, -1.17119], [2.16313, -0.41086, 0.17459], [-1.46490, 1.22963, 1.14577], [1.00904, 0.54237, -0.09693]], "homo_ev": -3.960, "charge": -1, "gap_ev": 5.7240, "e_lumo_ev": 1.76}


Which ΔE to the lowest compared entry with this formula, charge and spin belongs to each record? In order, 40.2, 53.6, 165.4 kcal per mole.
Which E belongs to each record? In order, -7000.22182, -4022.66018, -362.26061 Eh.